[1]
C48H31N13STi | ωB97M-V with the def2-TZVPD basis set

Geometry (Å):
Ti: 0.192 0.350 0.509
C: -3.750 -4.250 3.276
C: -4.749 -3.286 3.107
C: -4.457 -2.051 2.552
C: -3.143 -1.822 2.171
C: -2.508 -0.632 1.597
N: -1.207 -0.823 1.430
C: -0.860 -2.227 1.803
N: 0.136 -2.323 2.828
C: 1.043 -1.442 2.936
C: 2.151 -1.601 3.899
C: 2.342 -2.528 4.910
C: 3.528 -2.446 5.625
C: 4.488 -1.473 5.324
C: 4.285 -0.554 4.306
C: 3.095 -0.645 3.602
C: 2.558 0.182 2.508
N: 3.238 1.156 2.018
C: 2.661 2.075 1.176
N: 1.381 2.057 0.764
C: 1.119 3.269 0.138
N: -0.099 3.698 -0.202
C: -1.174 3.035 -0.012
N: -1.305 1.703 0.522
C: -2.629 1.492 0.756
N: -3.222 0.441 1.285
C: -3.402 2.636 0.293
C: -4.778 2.851 0.286
C: -5.229 4.044 -0.242
C: -4.322 4.996 -0.744
C: -2.959 4.779 -0.726
C: -2.508 3.570 -0.197
C: 2.313 4.022 0.083
C: 2.630 5.289 -0.451
C: 3.914 5.739 -0.315
C: 4.907 4.974 0.359
C: 4.613 3.751 0.897
C: 3.299 3.264 0.744
N: 1.286 -0.291 2.158
C: -2.165 -2.775 2.324
C: -2.440 -4.009 2.888
H: -4.006 -5.203 3.721
H: -5.759 -3.509 3.421
H: -5.211 -1.287 2.419
H: 1.591 -3.276 5.124
H: 3.719 -3.145 6.429
H: 5.403 -1.440 5.902
H: 5.015 0.208 4.066
H: -5.454 2.104 0.677
H: -6.289 4.257 -0.275
H: -4.708 5.921 -1.151
H: -2.259 5.509 -1.110
H: 1.875 5.877 -0.956
H: 4.189 6.704 -0.724
H: 5.907 5.378 0.451
H: 5.357 3.170 1.426
H: -1.662 -4.748 3.022
C: 2.809 0.002 -1.629
N: 2.291 -0.527 -0.363
C: 1.983 -1.969 -0.343
C: 0.540 -2.188 -0.821
N: -0.128 -0.950 -0.917
C: -1.077 -1.077 -1.929
C: -2.141 -0.275 -2.282
C: -2.895 -0.636 -3.401
C: -2.580 -1.765 -4.141
C: -1.493 -2.572 -3.792
C: -0.761 -2.211 -2.685
N: 0.406 -2.776 -2.136
C: 1.923 0.981 -2.337
N: 0.738 1.386 -1.990
C: 0.346 2.278 -2.994
C: -0.844 2.981 -3.169
C: -0.964 3.780 -4.289
C: 0.072 3.885 -5.230
C: 1.251 3.184 -5.080
C: 1.357 2.381 -3.949
N: 2.359 1.538 -3.503
H: 3.031 -0.819 -2.318
H: 3.757 0.510 -1.426
H: 2.991 -0.350 0.346
H: 2.107 -2.313 0.681
H: 2.662 -2.545 -0.979
H: -2.396 0.610 -1.714
H: -3.738 -0.023 -3.690
H: -3.182 -2.030 -5.000
H: -1.238 -3.450 -4.373
H: 0.536 -3.774 -2.204
H: -1.650 2.903 -2.455
H: -1.880 4.335 -4.446
H: -0.060 4.525 -6.092
H: 2.050 3.255 -5.806
H: 3.252 1.383 -3.937
S: -0.454 -3.313 0.369

Strongest force on any atom = 0.9 eV/A
Kohn-Sham gap = 5.088 eV
ΔE to the lowest compared entry with this formula, charge and spin = 0.0 kJ/mol

Results of the Mulliken charge analysis, in e, for atoms 1 through 8: Ti -2.348; C -0.798; C -0.702; C -0.292; C 0.170; C -0.001; N 0.718; C 1.371

[2]
C15H20N2O3 | ωB97M-V with the def2-TZVPD basis set

Geometry (Å):
C: -1.656 -1.104 1.123
N: -1.780 0.092 1.503
C: -1.925 0.404 2.887
C: -0.748 1.280 3.334
H: -0.952 1.656 4.337
C: 0.596 0.517 3.308
N: 1.654 1.092 2.505
C: 2.106 2.397 2.949
C: 3.370 2.762 2.169
O: 3.130 2.779 0.782
C: 2.663 1.522 0.347
C: 1.383 1.116 1.078
H: 1.078 0.118 0.758
H: 0.582 1.825 0.815
H: 2.482 1.615 -0.725
H: 3.437 0.759 0.525
H: 3.713 3.765 2.432
H: 4.159 2.031 2.401
H: 2.334 2.347 4.016
H: 1.350 3.184 2.784
H: 0.432 -0.493 2.921
H: 0.989 0.423 4.324
H: -0.698 2.134 2.659
H: -1.990 -0.496 3.524
H: -2.851 0.979 2.996
C: -1.443 -1.451 -0.272
C: -1.348 -2.788 -0.648
C: -1.131 -3.166 -1.968
C: -1.009 -2.157 -2.894
C: -1.102 -0.810 -2.525
C: -1.318 -0.430 -1.229
H: -1.393 0.600 -0.929
O: -0.942 -0.028 -3.639
C: -0.750 -0.918 -4.716
O: -0.792 -2.247 -4.239
H: 0.229 -0.727 -5.184
H: -1.544 -0.771 -5.465
H: -1.059 -4.200 -2.259
H: -1.447 -3.556 0.105
H: -1.702 -1.953 1.826

Structure (SMILES) = C(=N\CCCN1CCOCC1)/c1ccc2c(c1)OCO2
Strongest force on any atom = 1.3 eV/A
Kohn-Sham gap = 8.805 eV
ΔE to the lowest compared entry with this formula, charge and spin = 308.6 kJ/mol

Results of the Mulliken charge analysis, in e, for atoms 1 through 8: C -0.386; N -0.165; C -0.946; C -0.466; H 0.377; C -1.058; N -0.051; C -0.498

[3]
C4H9O4 | ωB97M-V with the def2-TZVPD basis set

Geometry (Å):
C: 0.133 -1.498 -0.392
O: 0.520 -1.097 -1.616
C: -0.034 -0.323 0.631
C: -0.917 0.714 -0.035
C: -1.597 1.725 0.833
O: -0.875 2.004 1.965
O: -2.643 2.294 0.637
H: -0.841 -1.960 -0.336
H: 0.868 -2.191 0.071
H: 0.925 0.064 0.986
H: -0.546 -0.733 1.499
H: -0.371 1.176 -0.870
H: -1.707 0.233 -0.615
H: -1.466 2.410 2.610
H: 2.021 -0.904 -1.625
H: 3.488 -0.924 -2.297
O: 3.042 -0.990 -1.447

Strongest force on any atom = 1.8 eV/A
Charge = -1
Kohn-Sham gap = 6.615 eV
ΔE to the lowest compared entry with this formula, charge and spin = 156.2 kJ/mol

Results of the Mulliken charge analysis, in e, for atoms 1 through 8: C -0.973; O -0.934; C -0.295; C -0.465; C 0.463; O -0.425; O -0.618; H 0.489

[4]
C52H86ClN2O26 | ωB97M-V with the def2-TZVPD basis set

Geometry (Å):
C: -1.013 -3.667 1.285
C: -1.312 -2.682 1.925
N: -1.662 -1.470 2.691
C: -0.470 -0.632 3.042
C: 0.084 0.230 1.797
O: 0.892 -0.672 1.008
C: 2.218 -0.796 1.545
C: 3.140 -1.757 0.637
C: 2.210 -2.970 0.223
O: 4.134 -2.286 1.555
N: -1.041 0.815 1.036
C: -0.718 2.131 0.465
Cl: -0.347 3.434 1.698
C: 0.402 2.007 -0.695
C: 1.829 2.553 -0.273
C: -2.320 0.803 1.788
C: -2.739 -0.736 1.932
C: -4.216 -0.961 2.480
C: -4.755 -2.328 1.800
C: -6.135 -2.150 1.032
C: -5.955 -1.948 -0.556
C: -5.152 -3.126 -1.255
C: -4.077 -2.664 -2.328
C: -2.979 -1.650 -1.787
C: -2.364 -0.699 -2.946
H: -0.747 -4.675 0.858
H: -2.061 -1.837 3.579
H: -0.785 0.032 3.914
H: 0.311 -1.332 3.467
H: 0.798 0.982 2.250
H: 2.253 -1.272 2.585
H: 2.763 0.202 1.664
H: 3.622 -1.213 -0.225
H: 2.887 -3.811 -0.110
H: 1.646 -3.318 1.150
H: 1.487 -2.658 -0.583
H: 4.791 -1.596 1.772
H: -1.656 2.475 -0.083
H: 0.041 2.671 -1.549
H: 0.393 0.945 -1.071
H: 2.490 2.469 -1.201
H: 2.329 1.923 0.516
H: 1.826 3.662 -0.025
H: -2.305 1.370 2.766
H: -3.105 1.285 1.118
H: -2.710 -1.146 0.871
H: -4.902 -0.115 2.191
H: -4.130 -1.109 3.606
H: -4.961 -3.029 2.679
H: -3.973 -2.844 1.173
H: -6.656 -1.254 1.509
H: -6.818 -3.051 1.175
H: -7.019 -1.965 -0.969
H: -5.562 -0.910 -0.762
H: -5.923 -3.746 -1.824
H: -4.657 -3.847 -0.536
H: -3.512 -3.609 -2.639
H: -4.554 -2.290 -3.294
H: -2.096 -2.213 -1.344
H: -3.481 -0.948 -1.058
H: -2.869 -0.884 -3.937
H: -1.234 -0.793 -2.987
H: -2.558 0.383 -2.639
C: 4.606 -5.239 -4.427
C: 3.155 -5.304 -4.022
C: 2.597 -4.001 -3.535
O: 1.511 -4.435 -2.714
C: 1.857 -5.670 -2.242
O: 1.269 -6.254 -1.379
O: 2.960 -6.144 -2.881
H: 4.960 -6.227 -4.728
H: 4.746 -4.556 -5.257
H: 5.239 -4.919 -3.594
H: 2.557 -5.713 -4.843
H: 2.244 -3.367 -4.348
H: 3.294 -3.432 -2.911
C: 2.799 6.096 2.391
C: 4.234 6.325 1.981
C: 4.448 7.568 1.169
O: 5.644 7.251 0.458
C: 5.663 5.896 0.318
O: 6.422 5.298 -0.381
O: 4.694 5.312 1.084
H: 2.708 5.155 2.937
H: 2.440 6.906 3.030
H: 2.145 6.018 1.518
H: 4.882 6.308 2.864
H: 4.584 8.456 1.787
H: 3.654 7.756 0.439
C: -1.444 6.719 2.409
C: -1.304 7.695 3.553
C: -2.060 8.977 3.360
O: -1.330 9.876 4.201
C: -0.051 9.414 4.240
O: 0.873 10.013 4.696
O: 0.037 8.167 3.681
H: -0.835 5.831 2.594
H: -2.483 6.407 2.285
H: -1.091 7.152 1.470
H: -1.577 7.207 4.496
H: -3.100 8.903 3.676
H: -2.022 9.353 2.344
C: -0.538 -7.252 3.119
C: -2.003 -7.381 3.467
C: -2.628 -6.109 3.955
O: -3.725 -6.594 4.723
C: -3.355 -7.825 5.186
O: -3.953 -8.442 6.010
O: -2.207 -8.249 4.581
H: -0.133 -8.219 2.814
H: -0.391 -6.542 2.302
H: 0.049 -6.924 3.981
H: -2.554 -7.797 2.615
H: -2.974 -5.472 3.139
H: -1.976 -5.528 4.615
C: 4.067 -0.217 -6.681
C: 4.726 -1.460 -7.229
C: 4.407 -1.737 -8.669
O: 4.621 -3.146 -8.750
C: 4.370 -3.649 -7.512
O: 4.275 -4.812 -7.258
O: 4.237 -2.645 -6.594
H: 4.303 -0.100 -5.620
H: 4.407 0.670 -7.212
H: 2.979 -0.278 -6.755
H: 5.807 -1.414 -7.060
H: 5.062 -1.200 -9.355
H: 3.365 -1.531 -8.932
C: -5.135 -9.519 8.911
C: -4.058 -9.542 9.970
C: -2.865 -10.378 9.609
O: -2.336 -10.703 10.893
C: -3.392 -10.705 11.757
O: -3.348 -11.111 12.875
O: -4.506 -10.181 11.166
H: -5.991 -8.932 9.254
H: -4.761 -9.079 7.984
H: -5.508 -10.524 8.700
H: -3.767 -8.518 10.228
H: -2.134 -9.831 9.012
H: -3.123 -11.310 9.097
C: -1.365 9.366 -2.913
C: -2.516 8.948 -2.027
C: -3.745 9.795 -2.180
O: -4.391 9.602 -0.922
C: -3.407 9.344 -0.019
O: -3.565 9.313 1.165
O: -2.212 9.130 -0.643
H: -0.491 8.740 -2.720
H: -1.631 9.275 -3.967
H: -1.064 10.397 -2.711
H: -2.739 7.886 -2.183
H: -4.382 9.467 -3.001
H: -3.529 10.861 -2.296
C: 6.074 4.958 -6.606
C: 5.801 4.083 -7.809
C: 5.224 4.819 -8.982
O: 4.550 3.772 -9.680
C: 4.188 2.854 -8.744
O: 3.449 1.937 -8.945
O: 4.779 3.120 -7.542
H: 6.449 4.355 -5.776
H: 6.815 5.724 -6.841
H: 5.162 5.444 -6.254
H: 6.709 3.537 -8.086
H: 5.989 5.277 -9.608
H: 4.486 5.577 -8.702

Strongest force on any atom = 3.5 eV/A
Charge = +1
Kohn-Sham gap = 8.653 eV

Results of the Mulliken charge analysis, in e, for atoms 1 through 8: C 0.134; C -0.684; N 0.373; C -1.179; C -0.453; O 0.177; C -0.599; C 0.064

> Among the records above, which one has the highest Kohn-Sham gap?

C15H20N2O3